Entry 1:
CH2BrClO | ωB97M-V/def2-TZVPD

Last column: Mulliken charge in e.
Atoms and positions in Å:
C  -0.19766  0.28515  0.16816  -0.0777
O  -0.90343  -0.51306  -0.57759  -0.3442
Cl  1.80250  0.65798  -1.02310  -0.3771
Br  0.41188  -0.31440  1.83239  0.0059
H  -0.50006  1.32358  0.14375  0.4023
H  -0.61323  -1.43925  -0.54360  0.3909

Frontier orbital gap in eV: 9.4
Total energy in Eh: -3148.70431
Net charge: 0
Energy relative to the best compared isomer or geometry (same formula, charge and spin) in kJ/mol: 66.1
LUMO energy in eV: -0.6

Entry 2:
CH2BrFO | ωB97M-V/def2-TZVPD

Last column: Mulliken charge in e.
Atoms and positions in Å:
C  0.35640  -0.34033  -0.24545  0.0586
O  -0.67811  0.41567  -0.43910  -0.3462
F  0.27115  -1.63269  0.16884  -0.2448
Br  -2.06497  2.00235  1.20700  0.0691
H  0.97689  -0.52933  -1.14736  0.2297
H  1.13864  0.08433  0.45606  0.2336

Frontier orbital gap (alpha / beta) in eV: 6.0 / 6.0
Total energy in Eh: -2788.25612
Net charge: 0
Energy relative to the best compared isomer or geometry (same formula, charge and spin) in kJ/mol: 432.3
LUMO energy (alpha / beta) in eV: -4.5 / -4.5

Entry 3:
CH2BrO3S | ωB97M-V/def2-TZVPD

Last column: Mulliken charge in e.
Atoms and positions in Å:
C  -0.62037  -0.92743  1.05030  -0.7611
O  -3.57177  0.21427  0.74443  -0.5026
O  -2.41264  1.81288  -0.59933  -0.5406
O  -2.69817  -0.42716  -1.41482  -0.5520
S  -2.59001  0.41822  -0.27562  0.8854
Br  0.10231  0.34777  2.15036  -0.1660
H  -1.19947  -1.64209  1.55996  0.3112
H  0.00586  -1.47139  0.37717  0.3258

Frontier orbital gap (alpha / beta) in eV: 7.3 / 7.0
Total energy in Eh: -3237.21105
Net charge: -1
Energy relative to the best compared isomer or geometry (same formula, charge and spin) in kJ/mol: 231.4
LUMO energy (alpha / beta) in eV: 3.4 / 3.4

Entry 4:
CH2BrPSi | ωB97M-V/def2-TZVPD

Last column: Mulliken charge in e.
Atoms and positions in Å:
C  1.74478  -1.01590  -0.60142  -0.0448
Si  -1.19041  0.26857  0.42720  0.2199
P  0.38812  -1.34254  0.31220  -0.0025
Br  2.00228  0.20045  -2.09148  -0.0893
H  -1.21262  0.22192  1.96350  -0.0381
H  -1.73215  1.66750  -0.00999  -0.0453

Frontier orbital gap (alpha / beta) in eV: 7.1 / 6.2
Total energy in Eh: -3243.96664
Net charge: 0
Energy relative to the best compared isomer or geometry (same formula, charge and spin) in kJ/mol: 280.9
LUMO energy (alpha / beta) in eV: -1.8 / -2.0

Entry 5:
CH2BrPSi | ωB97M-V/def2-TZVPD

Last column: Mulliken charge in e.
Atoms and positions in Å:
C  1.22609  -0.27689  0.01244  0.2028
Si  -1.37498  -0.29276  -0.20829  0.0303
P  0.45400  -1.63858  -0.19074  -0.1554
Br  2.41546  1.01121  -0.23111  0.0329
H  -1.25268  -0.07259  1.25024  -0.0609
H  -1.46789  1.26959  -0.63253  -0.0497

Frontier orbital gap (alpha / beta) in eV: 7.1 / 7.1
Total energy in Eh: -3244.00116
Net charge: 0
Energy relative to the best compared isomer or geometry (same formula, charge and spin) in kJ/mol: 190.3
LUMO energy (alpha / beta) in eV: -0.8 / -0.8

Entry 6:
CH2Cl2FNS | ωB97M-V/def2-TZVPD

Last column: Mulliken charge in e.
Atoms and positions in Å:
C  0.94477  -0.93811  0.49554  0.2731
N  -1.35153  1.29703  -0.56815  -0.4203
F  0.97925  -0.85276  -0.88036  -0.1788
S  -1.54366  0.16791  0.57277  -0.0256
Cl  0.82646  -2.52476  0.93287  -0.0887
Cl  2.12092  0.01056  1.41406  -0.1086
H  -1.49133  1.07479  -1.55088  0.2710
H  -0.48487  1.76534  -0.41584  0.2780

Frontier orbital gap (alpha / beta) in eV: 7.9 / 7.7
Total energy in Eh: -1512.39311
Net charge: 0
Energy relative to the best compared isomer or geometry (same formula, charge and spin) in kJ/mol: 204.4
LUMO energy (alpha / beta) in eV: -0.7 / -0.8

Entry 7:
CH2Cl2FNS | ωB97M-V/def2-TZVPD

Last column: Mulliken charge in e.
Atoms and positions in Å:
C  -1.51125  -0.61490  -0.60771  0.3362
N  1.74043  0.75262  0.85552  -0.3964
F  -1.95116  -0.13346  0.54709  -0.1586
S  1.47168  0.81104  -0.75267  -0.1255
Cl  -1.16311  -2.28670  -0.60107  -0.0807
Cl  -2.47418  0.13597  -1.92124  -0.1235
H  2.06968  -0.24258  1.01343  0.2898
H  1.81791  1.57803  1.46663  0.2586

Frontier orbital gap (alpha / beta) in eV: 8.1 / 7.9
Total energy in Eh: -1512.37904
Net charge: 0
Energy relative to the best compared isomer or geometry (same formula, charge and spin) in kJ/mol: 241.4
LUMO energy (alpha / beta) in eV: -0.7 / -0.5

Entry 8:
CH2Cl2FPS | ωB97M-V/def2-TZVPD

Last column: Mulliken charge in e.
Atoms and positions in Å:
C  -1.21914  -0.22617  -0.16383  -0.5320
F  -1.53632  -1.02596  0.86147  -0.2259
P  1.04406  0.10706  -0.08624  0.6299
S  2.39843  -0.92889  -0.92825  -0.2141
Cl  1.17481  -0.17248  1.91248  -0.1796
Cl  1.07536  2.09442  -0.47888  -0.2271
H  -1.46511  -0.63999  -1.03269  0.3980
H  -1.47209  0.79201  -0.08405  0.3507

Multiplicity: 3
Frontier orbital gap (alpha / beta) in eV: 6.5 / 6.5
Total energy in Eh: -1798.97386
Net charge: 0
Energy relative to the best compared isomer or geometry (same formula, charge and spin) in kJ/mol: 138.3
LUMO energy (alpha / beta) in eV: 0.4 / -3.6
<S²>: 2.01

Entry 9:
CH2Cl2N2 | ωB97M-V/def2-TZVPD

Last column: Mulliken charge in e.
Atoms and positions in Å:
C  1.39401  -0.49565  0.10518  -0.2656
N  2.53108  -0.81063  0.14425  -0.0752
N  -1.83977  0.72886  -0.37540  -0.0696
Cl  -1.59912  -0.95325  -0.19428  -0.0756
Cl  -3.00872  1.47671  0.64700  -0.1499
H  -0.97479  1.14834  -0.35300  0.3152
H  3.49731  -1.09437  0.02626  0.3208

Multiplicity: 3
Frontier orbital gap (alpha / beta) in eV: 6.9 / 8.2
Total energy in Eh: -1068.94776
Net charge: 0
Energy relative to the best compared isomer or geometry (same formula, charge and spin) in kJ/mol: 193.8
LUMO energy (alpha / beta) in eV: 0.9 / -2.5
<S²>: 2.01

Entry 10:
CH2Cl2NO3P | ωB97M-V/def2-TZVPD

Last column: Mulliken charge in e.
Atoms and positions in Å:
C  0.72883  0.18677  -0.03512  -0.6473
N  0.97115  -1.22115  -0.09086  0.9903
O  0.14047  -1.98230  0.33503  -0.5275
O  2.03281  -1.54796  -0.55560  -0.5565
O  -1.65986  0.15741  -1.58176  -0.5421
P  -1.11326  0.60614  -0.25263  0.9144
Cl  -2.11503  -0.08690  1.32224  -0.1311
Cl  -1.12022  2.62709  0.00322  -0.1872
H  0.62554  0.60520  1.55826  0.3071
H  1.50958  0.65571  -0.70279  0.3798

Frontier orbital gap in eV: 9.9
Total energy in Eh: -1581.41136
Net charge: 0
Energy relative to the best compared isomer or geometry (same formula, charge and spin) in kJ/mol: 215.9
LUMO energy in eV: -1.5

Entry 11:
CH2Cl2O3 | ωB97M-V/def2-TZVPD

Last column: Mulliken charge in e.
Atoms and positions in Å:
C  0.22467  0.49409  0.19642  0.7990
O  0.98466  0.15697  -0.81955  -0.3206
O  -1.69920  -0.04686  -0.39483  -0.6944
O  0.28796  -0.20060  1.34698  -0.2779
Cl  -0.03362  2.04876  0.54591  -0.0536
Cl  0.48502  -1.92712  1.10806  0.0129
H  1.36665  -0.70989  -0.67052  0.2761
H  -1.61615  0.18464  -1.31248  0.2587

Frontier orbital gap (alpha / beta) in eV: 8.0 / 8.0
Total energy in Eh: -1185.25191
Net charge: 0
Energy relative to the best compared isomer or geometry (same formula, charge and spin) in kJ/mol: 302.1
LUMO energy (alpha / beta) in eV: -1.5 / -1.5

Entry 12:
CH2Cl2OSi | ωB97M-V/def2-TZVPD

Last column: Mulliken charge in e.
Atoms and positions in Å:
C  -0.12609  1.51649  0.38039  -0.1216
O  -0.90054  1.71745  1.29064  -0.3947
Si  0.13982  -1.13261  -0.25443  0.6499
Cl  -1.57265  -1.62585  -1.19098  -0.1672
Cl  1.78692  -1.47651  -1.30261  -0.1665
H  0.42252  2.31517  -0.05639  0.2787
H  0.25001  -1.31414  1.13339  -0.0786

Frontier orbital gap (alpha / beta) in eV: 8.3 / 8.3
Total energy in Eh: -1324.41077
Net charge: 0
Energy relative to the best compared isomer or geometry (same formula, charge and spin) in kJ/mol: 156.9
LUMO energy (alpha / beta) in eV: 0.4 / 0.4

Entry 13:
CH2Cl2S2 | ωB97M-V/def2-TZVPD

Last column: Mulliken charge in e.
Atoms and positions in Å:
C  2.30519  0.59725  -0.05795  0.3403
S  -2.65875  -0.52936  0.51424  -0.2794
S  2.45201  0.56766  -1.65320  -0.1793
Cl  2.62811  1.91126  0.95910  -0.0725
Cl  1.58847  -0.72012  0.80952  -0.0898
H  -3.90381  -0.61688  0.03740  0.1417
H  -2.41122  -1.20980  -0.60911  0.1389

Frontier orbital gap in eV: 8.7
Total energy in Eh: -1756.02221
Net charge: 0
Energy relative to the best compared isomer or geometry (same formula, charge and spin) in kJ/mol: 48.7
LUMO energy in eV: -0.9

Entry 14:
CH2Cl2S2 | ωB97M-V/def2-TZVPD

Last column: Mulliken charge in e.
Atoms and positions in Å:
C  -0.27311  0.50987  -0.02793  0.0954
S  1.06622  -1.38734  -0.53752  -0.0479
S  0.25932  0.93882  1.60572  -0.1491
Cl  0.10142  1.70617  -1.19796  -0.1362
Cl  -1.88370  -0.11547  -0.15320  -0.1064
H  0.71290  -1.38719  -1.81721  0.2088
H  0.01693  -0.26485  2.12810  0.1354

Multiplicity: 3
Frontier orbital gap (alpha / beta) in eV: 7.7 / 6.5
Total energy in Eh: -1755.91901
Net charge: 0
Energy relative to the best compared isomer or geometry (same formula, charge and spin) in kJ/mol: 74.9
LUMO energy (alpha / beta) in eV: 0.6 / -3.0
<S²>: 2.01

Entry 15:
CH2Cl2S2 | ωB97M-V/def2-TZVPD

Last column: Mulliken charge in e.
Atoms and positions in Å:
C  -0.11548  0.35406  -0.60511  0.2586
S  0.17487  -0.21868  2.40194  -0.1407
S  0.38768  -1.26136  -1.14171  -0.1501
Cl  -1.76016  0.68746  -0.70667  -0.1329
Cl  0.81506  1.63849  -0.99668  -0.1541
H  -1.18234  -0.07464  2.56412  0.1610
H  1.68037  -1.12534  -1.51588  0.1582

Multiplicity: 3
Frontier orbital gap (alpha / beta) in eV: 8.4 / 7.1
Total energy in Eh: -1755.93111
Net charge: 0
Energy relative to the best compared isomer or geometry (same formula, charge and spin) in kJ/mol: 43.2
LUMO energy (alpha / beta) in eV: 0.6 / -2.4
<S²>: 2.01

Entry 16:
CH2Cl3OP | ωB97M-V/def2-TZVPD

Last column: Mulliken charge in e.
Atoms and positions in Å:
C  0.25008  -0.38252  -0.72808  -0.3818
O  1.52002  0.64525  1.57408  -0.4854
P  0.21585  0.64532  0.86948  0.5864
Cl  1.46557  0.26698  -1.84604  -0.1351
Cl  -0.61216  2.47269  0.66852  -0.1815
Cl  -2.66169  -1.77451  0.99953  0.0059
H  -0.67727  -0.50018  -1.31698  0.3085
H  0.49960  -1.37302  -0.22051  0.2830

Multiplicity: 3
Frontier orbital gap (alpha / beta) in eV: 9.4 / 6.5
Total energy in Eh: -1836.40463
Net charge: 0
Energy relative to the best compared isomer or geometry (same formula, charge and spin) in kJ/mol: 0.0
LUMO energy (alpha / beta) in eV: 0.6 / -4.6
<S²>: 2.01

Entry 17:
CH2Cl3P | ωB97M-V/def2-TZVPD

Last column: Mulliken charge in e.
Atoms and positions in Å:
C  -0.16406  0.34739  1.99987  -0.4720
P  -0.25115  -0.87516  -2.73160  0.2512
Cl  -0.92805  0.48424  0.46614  -0.0542
Cl  -0.35689  1.05609  -2.80293  -0.1206
Cl  1.48245  -0.98544  -1.75041  -0.1433
H  -0.62401  0.27654  2.97730  0.3433
H  0.84170  -0.30366  1.84163  0.1954

Frontier orbital gap (alpha / beta) in eV: 7.6 / 8.0
Total energy in Eh: -1761.15496
Net charge: 0
Energy relative to the best compared isomer or geometry (same formula, charge and spin) in kJ/mol: 202.4
LUMO energy (alpha / beta) in eV: -1.1 / -0.2

Entry 18:
CH2ClFO2 | ωB97M-V/def2-TZVPD

Last column: Mulliken charge in e.
Atoms and positions in Å:
C  1.64631  -0.20846  -0.03125  0.6410
O  1.12568  0.96223  -0.04386  -0.4446
O  1.10810  -1.24575  -0.07532  -0.4511
F  -1.10115  -0.20684  0.15733  -0.3973
Cl  3.42286  0.06010  -0.10113  -0.1761
H  0.12341  0.93776  0.03806  0.4329
H  -1.05603  -1.11014  0.17881  0.3952

Frontier orbital gap in eV: 11.7
Total energy in Eh: -749.85446
Net charge: 0
Energy relative to the best compared isomer or geometry (same formula, charge and spin) in kJ/mol: 16.1
LUMO energy in eV: 0.5

Entry 19:
CH2ClFO2 | ωB97M-V/def2-TZVPD

Last column: Mulliken charge in e.
Atoms and positions in Å:
C  0.00531  0.00570  0.02204  0.5983
O  -0.45153  -0.15168  1.23002  -0.4569
O  -0.78836  -0.69315  -0.88849  -0.4504
F  0.08658  1.58494  -0.28307  -0.3872
Cl  1.72445  -0.35391  -0.32414  -0.0135
H  -0.19533  0.34903  2.03683  0.3688
H  -0.38111  -0.74094  -1.79319  0.3408

Multiplicity: 3
Frontier orbital gap (alpha / beta) in eV: 5.4 / 7.3
Total energy in Eh: -749.57545
Net charge: 0
Energy relative to the best compared isomer or geometry (same formula, charge and spin) in kJ/mol: 136.1
LUMO energy (alpha / beta) in eV: 0.5 / -4.7
<S²>: 2.01

Entry 20:
CH2ClFO2 | ωB97M-V/def2-TZVPD

Last column: Mulliken charge in e.
Atoms and positions in Å:
C  0.82187  -0.08113  -0.04289  0.5479
O  0.42298  1.14682  0.00657  -0.3988
O  0.25851  -1.12751  -0.05874  -0.3512
F  -2.16442  -0.33403  0.15862  -0.4142
Cl  2.56534  0.10168  -0.17940  -0.1128
H  -0.51372  1.22136  -0.19904  0.3142
H  -1.39056  -0.92719  0.31489  0.4149

Multiplicity: 3
Frontier orbital gap (alpha / beta) in eV: 6.4 / 6.9
Total energy in Eh: -749.62728
Net charge: 0
Energy relative to the best compared isomer or geometry (same formula, charge and spin) in kJ/mol: 0.0
LUMO energy (alpha / beta) in eV: 0.5 / -5.1
<S²>: 2.01